[1]
A 2-piece molecular cluster, C5H8ClN overall in a non-equilibrium geometry, computed with ωB97M-V/def2-TZVPD.

Geometry (Å):
C  2.473  -1.287  0.886
C  2.940  -0.445  0.182
C  -0.665  0.534  -0.203
C  -1.564  0.711  0.999
C  -0.952  -0.660  -1.074
N  0.164  1.466  -0.501
Cl  3.278  0.828  -0.702
H  2.125  -1.821  1.807
H  0.503  1.426  -1.435
H  -1.013  0.501  1.921
H  -2.461  0.039  0.927
H  -1.874  1.717  0.952
H  -0.964  -0.304  -2.145
H  -1.863  -1.238  -0.631
H  -0.126  -1.466  -0.982

Output
- maximum force (eV/Å) = 2.8
- SMILES string = CC(C)=N.C#CCl
- relative energy (zero: lowest compared OMol25 entry of this formula, charge and spin) (kJ/mol) = 308.4
- charge = 0


[2]
An isolated molecule of C5H8ClNO in a non-equilibrium geometry, computed with ωB97M-V/def2-TZVPD.

Geometry (Å):
C  -1.854  1.408  -0.070
C  0.444  0.728  0.497
C  0.561  -0.614  0.093
C  1.743  -1.418  0.513
C  -0.186  -1.201  -1.008
H  -2.067  1.694  -1.078
H  -2.122  0.334  0.014
H  -2.533  1.951  0.623
H  -0.390  2.569  0.728
H  1.364  1.077  1.024
H  2.352  -1.061  1.343
H  1.374  -2.408  0.752
H  0.115  -2.256  -1.325
N  -0.483  1.657  0.325
O  -1.200  -0.804  -1.555
Cl  2.882  -1.657  -0.877

Output
- maximum force (eV/Å) = 2.6
- SMILES string = CN/C=C(\C=O)CCl
- relative energy (zero: lowest compared OMol25 entry of this formula, charge and spin) (kJ/mol) = 162.3
- charge = 0


[3]
A 2-piece molecular cluster, C5H8ClNS overall in a non-equilibrium geometry, computed with ωB97M-V/def2-TZVPD.

Geometry (Å):
C  1.425  0.952  -0.579
C  1.101  -0.369  -0.291
C  -2.875  -0.536  1.580
C  1.504  1.952  0.307
C  0.723  -1.101  -1.568
N  -2.601  -1.340  0.716
S  0.914  -0.974  1.194
Cl  -1.889  0.771  2.091
H  1.770  1.174  -1.563
H  -3.787  -0.660  2.069
H  1.421  2.001  1.360
H  1.809  2.944  0.047
H  1.393  -0.650  -2.385
H  1.115  -2.008  -1.583
H  -0.341  -0.963  -1.686
H  -1.683  -1.191  0.291

Output
- maximum force (eV/Å) = 4.8
- SMILES string = [H]/N=C\Cl.C=CC(C)=S
- relative energy (zero: lowest compared OMol25 entry of this formula, charge and spin) (kJ/mol) = 224.1
- charge = 0


[4]
An isolated molecule of C5H8ClOP in a non-equilibrium geometry, computed with ωB97M-V/def2-TZVPD.

Geometry (Å):
C  -0.034  -0.457  -0.716
C  0.492  0.647  -0.197
C  -0.514  -1.511  0.167
C  -0.074  -1.103  1.587
C  1.145  1.807  -0.930
O  -0.480  1.840  2.279
P  0.511  0.674  1.610
Cl  2.386  0.720  2.203
H  -0.124  -0.738  -1.772
H  -1.592  -1.648  0.012
H  -0.003  -2.420  -0.046
H  -0.885  -1.287  2.352
H  0.743  -1.695  1.925
H  0.480  2.673  -1.009
H  1.256  1.348  -1.934
H  2.063  1.875  -0.354

Output
- maximum force (eV/Å) = 7.4
- SMILES string = CC1=CCC[P@@]1(=O)Cl
- relative energy (zero: lowest compared OMol25 entry of this formula, charge and spin) (kJ/mol) = 77.7
- charge = 0


[5]
A 2-piece molecular cluster, C5H8F2O overall in a non-equilibrium geometry, computed with ωB97M-V/def2-TZVPD.

Geometry (Å):
C  -1.253  -1.076  -0.765
C  -0.386  -0.930  0.247
C  -0.670  -0.092  1.552
C  1.955  0.825  -0.903
C  2.325  -0.189  0.059
O  0.774  -1.453  0.226
F  2.497  0.250  1.342
F  3.319  -0.957  -0.255
H  -1.079  -1.643  -1.573
H  -2.277  -0.730  -0.660
H  0.164  0.218  2.027
H  -1.441  0.700  1.310
H  -1.222  -0.817  2.306
H  1.049  0.424  -1.456
H  2.783  1.245  -1.665
H  1.578  1.730  -0.530

Output
- maximum force (eV/Å) = 6.3
- relative energy (zero: lowest compared OMol25 entry of this formula, charge and spin) (kJ/mol) = 287.7
- charge = 0


[6]
An isolated molecule of C5H8F2O2 in a non-equilibrium geometry, computed with ωB97M-V/def2-TZVPD.

Geometry (Å):
C  -2.110  -0.223  0.017
C  -1.734  1.271  -0.108
C  0.083  0.131  0.180
C  2.232  -1.163  0.202
C  1.437  -0.068  -0.473
O  -0.872  -0.902  0.108
O  -0.358  1.277  -0.359
F  0.210  0.314  1.560
F  2.021  1.241  -0.354
H  -2.613  -0.368  0.936
H  -2.805  -0.574  -0.821
H  -2.023  1.812  -1.069
H  -1.954  1.792  0.902
H  2.626  -0.965  1.176
H  2.983  -1.486  -0.510
H  1.608  -2.013  0.122
H  1.269  -0.074  -1.510

Output
- maximum force (eV/Å) = 2.7
- SMILES string = C[C@H](F)C1(F)OCCO1
- relative energy (zero: lowest compared OMol25 entry of this formula, charge and spin) (kJ/mol) = 0.0
- charge = 0


[7]
An isolated molecule of C5H8FN in a non-equilibrium geometry, computed with ωB97M-V/def2-TZVPD.

Geometry (Å):
C  1.404  -0.039  -0.206
C  0.386  -1.201  -0.231
C  -1.001  -0.621  -0.101
C  -0.763  0.799  0.054
C  0.610  1.200  -0.095
H  2.127  -0.043  -0.859
H  0.500  -1.888  -1.224
H  0.435  -1.973  0.472
H  -2.051  -0.939  -0.452
H  -2.265  -0.138  1.138
H  -1.492  1.540  -0.317
H  0.868  2.087  0.563
H  0.495  1.476  -1.193
N  -1.087  -0.088  1.316
F  1.833  -0.174  1.135

Output
- maximum force (eV/Å) = 8.3
- SMILES string = F[C@@H]1C[C@@H]2N[C@@H]2C1
- relative energy (zero: lowest compared OMol25 entry of this formula, charge and spin) (kJ/mol) = 323.5
- charge = 0


[8]
An isolated ion of composition C5H8FN2 and charge +1 in a non-equilibrium geometry, computed with ωB97M-V/def2-TZVPD.

Geometry (Å):
C  1.076  -0.431  1.526
C  1.895  -0.959  0.444
C  0.054  -0.402  -0.625
C  -0.053  0.008  0.970
C  -0.274  0.448  -2.221
N  1.321  -0.927  -0.719
N  -1.347  0.690  1.337
F  -1.520  0.895  -2.095
H  1.410  -0.308  2.631
H  2.900  -1.483  0.632
H  -0.653  -1.205  -0.737
H  -0.158  -0.448  -3.025
H  0.449  1.271  -2.379
H  -1.977  0.377  2.067
H  -1.931  0.726  0.502
H  -1.192  1.748  1.693

Output
- maximum force (eV/Å) = 4.0
- SMILES string = [NH3+]C1=CC=N[C@@H]1CF
- relative energy (zero: lowest compared OMol25 entry of this formula, charge and spin) (kJ/mol) = 323.3
- charge = +1


Q: What is the formula in the fourth record?
A: C5H8ClOP


Q: Number 7 is which compound?
A: C5H8FN


Q: relative energy (zero: lowest compared OMol25 entry of this formula, charge and spin) of number 8 (C5H8FN2)?
A: 323.3 kJ/mol


Q: Number 8 is which compound?
A: C5H8FN2